(1)
Computed, not measured: 3 unconnected molecules or ions with the total composition C2H9NO3, with ωB97M-V with the def2-TZVPD basis set.

Structure (XYZ):
```
15
Properties=species:S:1:pos:R:3:forces:R:3
C -2.4108 0.6455 0.0131 -0.94 1.76 -0.27
C -0.9380 0.4212 -0.1166 2.23 0.81 -0.21
N -0.5362 -0.9075 -0.1742 1.79 -0.93 1.34
O -0.1249 1.3498 -0.3100 -1.63 -1.79 0.55
H -2.8549 0.8426 1.0309 1.10 0.06 -0.79
H -2.6203 1.5699 -0.6661 -0.03 -1.87 1.19
H -2.9048 -0.2648 -0.2867 -0.48 -0.04 -0.61
H 0.5141 -1.1131 -0.0040 -2.49 0.84 -0.63
H -1.1196 -1.6560 0.2523 0.45 1.18 -0.60
O 4.0126 -3.1947 -1.6793 -0.51 0.02 0.62
H 4.5765 -2.5916 -1.1410 -0.13 -0.91 -1.63
H 4.2907 -3.4891 -2.5661 0.62 0.89 1.02
O 0.1238 2.7865 2.3209 -1.86 -0.02 -0.57
H 0.6815 2.8781 1.5649 1.53 0.04 -0.61
H -0.6897 2.7232 1.7620 0.35 -0.08 1.17
```
Forces are in eV/Å.

Values from the calculation:
Highest occupied orbital energy (Ha): -0.373
Orbital gap (eV): 10.8
E_tot (eV): -9852.365
Relative energy (zero: lowest compared OMol25 entry of this formula, charge and spin) (kJ/mol): 123.6
E_LUMO (eV): 0.7


(2)
Computed, not measured: a single C10H15P molecule, with ωB97M-V with the def2-TZVPD basis set.

Structure (XYZ):
```
26
Properties=species:S:1:pos:R:3:forces:R:3
C 1.4045 -0.2402 -1.8582 -1.73 -4.09 -7.72
C 1.4197 0.4550 -0.7400 -0.63 3.51 9.08
C -0.6708 -0.5892 0.0680 0.89 1.95 1.38
C -0.8026 -1.2914 -1.0158 -1.33 -3.59 -3.25
C -0.6867 1.1684 -1.5487 0.40 2.15 -1.39
C -0.0173 0.7438 -0.2142 0.38 0.80 -1.76
C 2.6078 0.8658 0.0298 0.70 -0.63 -0.19
C -1.0770 -0.9041 1.4365 -1.59 -0.05 -0.55
C -1.3620 -2.7741 -1.0632 0.42 2.13 2.52
C -0.0958 1.7573 0.8611 2.48 2.05 2.18
P -0.2888 -0.3337 -2.5339 0.04 -0.51 0.32
H 2.1957 -0.7006 -2.3859 0.81 -0.51 -0.07
H -1.7567 1.4153 -1.4125 0.42 -0.35 -0.20
H -0.1895 2.0615 -2.1614 -0.80 -1.48 1.70
H 2.7391 1.8655 -0.2879 0.64 1.79 0.01
H 3.5483 0.3860 -0.2573 -0.24 -0.35 -0.25
H 2.6270 0.8602 1.1219 -0.66 -0.05 -0.03
H -0.2640 -1.0318 2.0629 1.67 -0.27 1.49
H -1.7211 -1.7549 1.4960 -0.16 -0.82 -0.03
H -1.6981 -0.1167 1.8206 -0.12 0.69 0.33
H -1.2317 -3.0611 0.0959 -0.82 -0.26 -2.97
H -0.7613 -3.3663 -1.7181 0.60 -0.57 -0.11
H -2.3939 -2.8044 -1.4977 0.68 0.05 0.88
H -1.0657 2.2089 1.1294 0.24 -0.43 -0.50
H 0.6713 2.6317 0.6985 -1.65 -1.38 -0.13
H 0.3367 1.3371 1.8160 -0.64 0.22 -0.72
```
Forces are in eV/Å.

Values from the calculation:
Spin multiplicity: 3
Highest occupied orbital energy (spin up / spin down) (Ha): -0.176 / -0.320
Orbital gap (spin up / spin down) (eV): 5.7 / 6.9
Expectation value of S²: 2.01
E_tot (eV): -19895.969
Relative energy (zero: lowest compared OMol25 entry of this formula, charge and spin) (kJ/mol): 0.0
E_LUMO (spin up / spin down) (eV): 0.9 / -1.8


(3)
Computed, not measured: 2 unconnected molecules or ions with the total composition C4H9N2, with ωB97M-V with the def2-TZVPD basis set.

Structure (XYZ):
```
15
Properties=species:S:1:pos:R:3:forces:R:3
C 2.4449 -0.5949 0.2102 -0.73 0.52 2.36
C -1.4595 -1.4092 -0.2054 0.05 -1.69 -1.34
C -1.4120 0.0135 0.0617 2.14 -0.88 -1.08
C -2.0625 1.3189 0.1004 -0.35 0.08 -1.65
N 2.6350 0.6576 -0.1189 0.50 -3.09 -2.42
N -0.2998 -0.5746 0.2826 -1.09 0.84 0.42
H 2.5181 -1.4681 -0.4621 -0.12 1.04 -0.13
H -2.0167 -2.0357 0.5002 0.48 0.04 -0.05
H -1.2553 -1.9510 -1.2110 -0.78 1.40 1.48
H -2.3686 1.6786 -0.9504 0.93 -0.55 1.32
H -1.3832 2.0453 0.6014 -1.20 -0.32 -0.06
H -3.0533 1.0293 0.4676 0.10 1.01 0.90
H 2.8295 0.8040 -1.1760 -0.35 0.44 2.60
H 2.2136 -0.8939 1.3113 0.56 0.93 -2.08
H 2.6697 1.3803 0.5885 -0.14 0.24 -0.27
```
Forces are in eV/Å.

Values from the calculation:
Highest occupied orbital energy (Ha): -0.493
Orbital gap (eV): 8.4
Charge: +1
E_tot (eV): -7264.180
Relative energy (zero: lowest compared OMol25 entry of this formula, charge and spin) (kJ/mol): 382.3
E_LUMO (eV): -5.0


(4)
Computed, not measured: a molecular structure, C17H25F5NO2P2SV, with ωB97M-V with the def2-TZVPD basis set.

Structure (XYZ):
```
54
Properties=species:S:1:pos:R:3:forces:R:3
C -3.7215 -1.9998 -0.7932 0.04 -0.09 0.28
C -2.6180 -1.2483 -0.3967 0.09 -0.50 -0.09
N -1.4431 -1.3778 -1.0437 0.16 0.99 -0.30
C -1.3829 -1.9803 -2.2508 -0.38 -0.23 0.45
C -2.4426 -2.7794 -2.6558 0.32 -0.05 -0.13
C -3.5923 -2.8590 -1.8767 0.23 0.32 -0.07
C -2.6630 -0.3601 0.8273 -0.80 0.84 -0.04
P -1.1636 0.7069 1.0762 0.69 -1.59 -0.05
V 0.2820 -0.5641 -0.1920 1.63 -1.43 3.35
P 1.2545 -0.9736 -2.2079 -0.27 -0.13 -0.05
C -0.1370 -1.8062 -3.0916 0.54 -0.16 -0.57
O -0.8507 -4.5861 4.5641 -0.15 0.01 -0.62
O 0.9704 -2.7362 0.8465 -0.03 -0.63 -0.19
H -4.6260 -1.9588 -0.1897 0.11 -0.04 -0.25
H -2.3020 -3.3573 -3.5585 -0.28 -0.07 -0.05
H -4.3686 -3.5652 -2.1290 -0.16 0.09 -0.08
C -1.6036 2.4557 0.9646 -0.24 0.02 -0.19
C -0.8057 0.5234 2.8336 -0.37 0.15 0.79
H 0.2284 -2.7871 -3.4263 -0.25 0.20 -0.20
H -0.3193 -1.1863 -3.9830 -0.37 -0.34 0.13
H -2.8569 -0.9796 1.7001 0.15 0.06 0.25
H -3.5109 0.3321 0.7577 -0.31 -0.37 -0.11
C 2.0499 0.2384 -3.2632 0.21 -0.01 -0.71
C 2.4936 -2.2920 -2.0181 0.17 -0.13 -0.05
H 3.4489 0.5714 1.6064 -0.70 0.12 -0.54
H 1.8605 -3.0924 1.0890 -1.20 0.38 -0.23
H -1.3038 -4.1716 5.2974 -0.08 0.09 0.34
H -1.5165 -4.6066 3.8609 0.22 -0.09 0.26
H -0.1189 0.8408 -0.5885 -0.15 2.00 -1.61
H 0.3793 -3.5053 0.6619 0.82 0.75 0.34
H -2.0822 2.7834 1.8934 -0.04 0.01 -0.27
H -0.6971 3.0447 0.7929 -0.14 -0.15 0.09
H -2.2621 2.6029 0.1053 0.01 0.13 0.11
H -1.5284 1.0804 3.4398 0.11 -0.17 0.16
H -0.8340 -0.5336 3.1146 0.07 0.11 -0.01
H 0.1956 0.9088 3.0442 -0.08 0.00 -0.03
H 2.6752 -2.7690 -2.9859 0.12 -0.07 0.17
H 3.4205 -1.8424 -1.6482 -0.07 -0.07 -0.12
H 2.1637 -3.0320 -1.2787 0.03 0.16 -0.37
H 2.5297 -0.2536 -4.1179 -0.01 0.26 0.05
H 1.3161 0.9708 -3.6165 0.16 -0.13 0.10
H 2.8047 0.7639 -2.6615 -0.22 -0.18 -0.19
F 1.4095 6.5233 1.2514 0.19 -1.40 -0.03
C 1.6237 5.1944 1.1205 0.13 0.28 -0.13
C 2.1159 4.4296 2.1877 0.00 0.54 0.57
F 2.3481 5.0251 3.3752 -0.24 -0.42 -0.80
C 2.3622 3.0660 2.0408 -0.12 -0.18 -0.10
F 2.7094 2.3267 3.1292 -0.06 0.71 -0.91
C 2.2071 2.4395 0.7959 -0.41 0.19 0.35
S 2.5482 0.7027 0.5733 0.05 0.22 0.03
C 1.6662 3.2067 -0.2485 0.00 -0.54 -0.84
F 1.3738 2.6291 -1.4610 0.66 0.73 1.38
C 1.3911 4.5630 -0.1070 -0.14 0.51 -0.28
F 0.9225 5.2741 -1.1600 0.37 -0.67 0.99
```
Forces are in eV/Å.

Values from the calculation:
Spin multiplicity: 2
Highest occupied orbital energy (spin up / spin down) (Ha): -0.339 / -0.319
Orbital gap (spin up / spin down) (eV): 6.5 / 5.9
Expectation value of S²: 0.76
Charge: +1
E_tot (eV): -92299.046
Relative energy (zero: lowest compared OMol25 entry of this formula, charge and spin) (kJ/mol): 0.0
E_LUMO (spin up / spin down) (eV): -2.8 / -2.8


(5)
Computed, not measured: 10 unconnected molecules or ions with the total composition H20O10, with ωB97M-V with the def2-TZVPD basis set.

Structure (XYZ):
```
30
Properties=species:S:1:pos:R:3:forces:R:3
O 1.9315 -0.2535 0.3525 1.59 -1.34 -0.64
H 2.0954 -1.0238 0.9082 0.39 -0.19 -0.15
H 1.1443 -0.4905 -0.1505 0.16 0.02 -0.14
O 2.6080 -2.5050 -3.2522 0.02 0.15 0.12
H 3.3927 -2.7633 -2.7557 -0.07 -0.02 -0.04
H 2.7339 -1.5636 -3.4165 0.01 -0.08 -0.03
O -2.4326 -0.1761 -3.8895 -0.27 0.56 -1.06
H -1.7516 0.2233 -4.4424 -0.23 0.00 -0.10
H -2.1785 0.0673 -2.9921 -0.49 -0.26 -0.45
O -3.6906 -0.9698 0.9608 0.10 -0.29 0.02
H -2.7883 -1.0472 0.6310 -0.10 0.33 0.01
H -3.7203 -1.5780 1.7079 -0.02 0.08 0.00
O -0.8420 -2.9274 1.3218 0.17 0.07 -0.19
H -1.4111 -2.6302 0.6029 -0.01 -0.07 0.00
H -0.2686 -3.5841 0.9109 -0.08 -0.04 0.08
O 0.0501 0.8205 1.1014 -1.90 1.00 0.33
H 0.6233 1.5915 1.1788 0.02 -0.31 0.08
H 0.6141 0.0822 1.3578 -0.32 0.76 0.43
O 0.4607 1.4101 4.1972 0.16 0.20 0.09
H 0.0874 2.2172 3.8255 -0.09 -0.17 -0.03
H 1.0912 1.7246 4.8550 -0.04 -0.08 -0.02
O -2.3367 1.9130 -0.9989 0.24 0.07 -0.30
H -1.7484 1.1572 -1.1069 -0.28 0.15 0.49
H -1.7473 2.6362 -0.7569 -0.10 -0.08 0.06
O 3.7539 3.0805 1.9539 -0.16 0.16 0.01
H 3.1940 3.4249 1.2490 0.11 -0.07 0.01
H 3.7335 3.7695 2.6275 0.06 -0.08 -0.03
O -1.2490 -0.8655 -1.8960 1.00 -0.25 1.60
H -0.6243 -0.1321 -1.8674 0.32 -0.17 0.11
H -0.7247 -1.6077 -2.2173 -0.16 -0.06 -0.26
```
Forces are in eV/Å.

Values from the calculation:
Highest occupied orbital energy (Ha): -0.385
Orbital gap (eV): 10.2
E_tot (eV): -20797.855
Relative energy (zero: lowest compared OMol25 entry of this formula, charge and spin) (kJ/mol): 459.0
E_LUMO (eV): -0.2


(6)
Computed, not measured: 7 unconnected molecules or ions with the total composition C17H47F3O6PS6, with ωB97M-V with the def2-TZVPD basis set.

Structure (XYZ):
```
80
Properties=species:S:1:pos:R:3:forces:R:3
C -1.8997 -0.6254 -1.8431 0.91 0.26 0.01
C -0.3545 -0.9012 -1.8719 -1.43 -0.11 0.09
C -0.1846 -2.4231 -1.9853 -0.23 0.28 -0.69
C 0.2320 -0.2582 -0.5732 -0.57 -0.10 -0.40
P 1.2444 -1.3550 0.4736 0.51 2.14 -1.03
C 0.2731 -2.6020 1.4971 1.12 -1.08 -0.43
F 0.0428 -3.7397 0.8613 -0.24 -0.18 -0.74
F 1.0549 -2.9371 2.5193 0.30 0.39 0.75
F -0.8528 -2.1129 1.9125 -0.92 0.71 0.37
H -2.2964 -0.8461 -0.8411 -0.11 -0.08 -0.37
H -2.0485 0.4421 -2.0558 -0.27 -0.28 0.08
H -2.4019 -1.2364 -2.6008 -0.02 0.21 0.18
H 0.0057 -0.3874 -2.7825 0.40 -0.45 0.79
H 0.8397 -2.7894 -1.8321 -0.27 -0.01 0.06
H -0.9343 -2.9364 -1.3655 0.48 -0.02 0.09
H -0.4405 -2.6943 -3.0185 0.17 -0.06 0.28
H 0.8027 0.6446 -0.8304 0.35 -0.41 0.50
H -0.6094 0.0771 0.0557 0.39 -0.09 0.08
H 1.9336 -0.5270 1.3891 -0.27 -0.43 -0.01
H 2.2386 -1.9446 -0.3248 -0.25 -0.32 0.47
C -0.9948 2.3270 5.4427 -0.12 0.06 -0.08
S 0.4426 1.5712 4.6741 0.05 0.15 0.17
O 0.6607 2.2520 3.3652 -0.13 -0.20 -0.09
C -0.3482 -0.0047 4.3230 -0.16 -0.07 -0.11
H -0.7417 3.3514 5.7112 0.14 -0.05 -0.02
H -1.8335 2.3298 4.7444 -0.02 -0.06 0.02
H -1.2593 1.7728 6.3436 0.03 -0.01 -0.01
H -1.2257 0.1547 3.6939 -0.01 0.08 0.04
H -0.6376 -0.4907 5.2547 0.03 0.01 0.00
H 0.3712 -0.6310 3.7975 0.09 0.05 0.11
C 1.1120 -7.8280 -3.4887 0.10 0.03 -0.08
S -0.0011 -7.2300 -2.2080 -0.05 -0.01 0.07
O -0.9274 -6.2544 -2.8413 0.16 0.08 0.00
C 1.2437 -6.2758 -1.3151 0.15 0.04 -0.01
H 0.5320 -8.4218 -4.1926 -0.06 0.02 0.07
H 1.5647 -6.9833 -4.0093 -0.05 0.03 0.03
H 1.8838 -8.4517 -3.0369 -0.04 -0.01 0.02
H 1.6864 -5.5325 -1.9806 -0.05 -0.04 -0.07
H 2.0126 -6.9506 -0.9374 -0.02 -0.01 0.00
H 0.7631 -5.7739 -0.4778 -0.11 -0.09 -0.04
C 5.9147 0.9812 -0.0234 -0.01 -0.07 0.14
S 4.4261 1.3492 -0.9587 0.20 0.12 -0.16
O 3.2645 0.8410 -0.1601 -0.16 -0.49 0.04
C 4.7203 0.1617 -2.2759 -0.11 -0.07 -0.06
H 5.9123 1.5938 0.8764 -0.06 0.03 -0.05
H 5.9278 -0.0737 0.2525 -0.05 0.00 -0.04
H 6.7888 1.2254 -0.6266 -0.05 0.04 -0.03
H 4.8091 -0.8415 -1.8563 0.02 0.03 0.06
H 5.6332 0.4309 -2.8071 0.00 0.04 0.04
H 3.8751 0.1964 -2.9637 -0.04 0.03 0.06
C -6.0093 2.2375 2.1918 -0.12 0.00 0.06
S -4.2955 1.9284 2.6378 -0.03 0.02 -0.16
O -4.1654 2.1665 4.1061 0.09 0.08 -0.08
C -3.6222 3.3681 1.8014 0.03 0.07 0.06
H -6.6260 1.4660 2.6497 0.07 -0.02 0.02
H -6.3148 3.2166 2.5609 0.08 0.00 0.03
H -6.1151 2.1916 1.1078 0.05 -0.02 0.01
H -4.0822 4.2752 2.1936 0.02 0.00 0.00
H -3.8059 3.2869 0.7297 -0.01 -0.03 0.01
H -2.5478 3.3986 1.9829 -0.01 -0.04 0.02
C -1.0375 7.9984 3.7087 -0.02 0.12 0.04
S -1.6045 6.3660 3.2086 0.09 -0.04 0.06
O -2.6728 6.5605 2.1894 -0.04 -0.01 0.09
C -2.4172 5.9638 4.7645 -0.09 -0.01 0.05
H -0.5289 8.4562 2.8622 -0.02 -0.08 -0.03
H -1.8902 8.6129 3.9983 -0.03 -0.06 -0.03
H -0.3408 7.9007 4.5416 0.00 -0.04 -0.02
H -3.1799 6.7108 4.9866 0.02 0.02 -0.06
H -1.6754 5.9319 5.5632 0.02 0.01 -0.03
H -2.8848 4.9840 4.6635 0.03 0.01 -0.06
C 2.5273 -2.3370 -6.2937 0.01 -0.12 0.05
S 1.7612 -0.8376 -5.6640 0.04 0.02 -0.21
O 1.5847 -1.0163 -4.1883 0.11 -0.09 -0.09
C 0.1564 -1.1093 -6.4269 -0.11 -0.05 0.06
H 3.5415 -2.3927 -5.9018 -0.02 0.08 0.01
H 1.9596 -3.2082 -5.9649 -0.04 0.05 0.03
H 2.5609 -2.2961 -7.3823 0.00 0.05 0.01
H -0.2573 -2.0603 -6.0892 0.06 -0.01 0.03
H 0.2667 -1.1084 -7.5110 0.04 0.03 0.02
H -0.5049 -0.2970 -6.1294 0.08 0.03 0.01
```
Forces are in eV/Å.

Values from the calculation:
Highest occupied orbital energy (Ha): -0.382
Orbital gap (eV): 8.2
Charge: +1
E_tot (eV): -113117.755
E_LUMO (eV): -2.2


(7)
Computed, not measured: a molecular structure, C10H15F9LuO5S2, with ωB97M-V with the def2-TZVPD basis set.

Structure (XYZ):
```
42
Properties=species:S:1:pos:R:3:forces:R:3
C 6.6425 -2.1170 1.0294 -0.73 0.48 0.00
C 5.5212 -2.2072 0.0066 0.79 -1.30 0.19
O 5.6158 -1.0696 -0.8973 -0.52 0.86 0.55
C 4.4723 -0.5274 -1.2568 -0.28 -0.40 -0.78
O 3.4953 -1.1283 -1.6478 0.11 0.11 0.40
C 4.3601 1.0021 -1.1462 0.47 -0.25 -0.06
C 3.5692 1.3794 0.1027 0.10 0.29 -0.35
C 2.3099 2.1853 -0.1877 0.70 -0.07 0.10
O 1.1142 1.3650 -0.1036 -0.54 -0.08 0.10
S -0.1552 2.1055 0.5714 -0.07 -0.72 -0.01
O -0.2037 3.4527 0.1346 0.06 1.00 -0.19
O -1.3826 1.3733 -0.2326 0.23 -0.44 -0.03
C -1.9316 0.2316 0.4449 0.37 0.16 0.52
C -3.1775 0.6175 1.2273 0.20 -0.16 -0.53
C -4.3661 1.1001 0.4063 0.61 0.87 0.49
F -4.9069 2.1572 1.0522 -0.37 -0.11 0.06
F -4.0425 1.5405 -0.8120 -0.10 -0.57 -0.35
C -5.6452 0.1800 0.3073 -0.95 1.50 0.88
F -6.6079 0.8130 -0.3664 0.21 -0.29 -0.12
F -6.1036 -0.0642 1.5203 0.38 -0.45 -0.44
S -5.4297 -1.5478 -0.5120 1.70 -1.54 2.35
F -4.2111 -1.1325 -1.3396 0.19 0.42 -0.51
F -6.5057 -0.9957 -1.9164 1.10 0.72 -1.09
F -6.8611 -2.0404 0.1925 -0.57 0.34 -0.89
F -4.6339 -2.1158 0.6520 0.27 0.12 0.41
F -5.4548 -2.9096 -1.2424 -0.35 -0.09 -0.56
H 6.2217 -1.8664 1.9930 0.04 0.08 0.34
H 7.1777 -3.0471 1.1310 0.26 -0.20 -0.12
H 7.2970 -1.3087 0.7409 0.49 0.03 -0.05
H 4.5520 -2.2395 0.4812 -0.37 0.22 -0.07
H 5.6378 -3.1263 -0.5627 -0.15 0.07 -0.43
H 3.9339 1.4055 -2.0517 -0.25 -0.04 -0.27
H 5.3875 1.3517 -1.0899 0.27 0.00 0.03
H 4.2257 2.0153 0.6845 0.14 0.14 0.30
H 3.3761 0.5171 0.7311 -0.24 -0.15 0.21
H 2.2657 3.0255 0.4882 -0.35 0.15 0.34
H 2.3712 2.5963 -1.1829 -0.25 0.13 -0.39
H -2.0482 -0.5956 -0.2392 -0.05 0.05 -0.47
H -1.2116 -0.1009 1.1847 0.13 -0.28 0.21
H -2.8948 1.4565 1.8471 -0.11 0.39 0.17
H -3.4378 -0.1627 1.9295 -0.26 -0.32 0.08
Lu -8.3356 -1.5682 -2.0716 -2.32 -0.65 -0.04
```
Forces are in eV/Å.

Values from the calculation:
Highest occupied orbital energy (Ha): -0.596
Orbital gap (eV): 1.2
Charge: +3
E_tot (eV): -100559.547
E_LUMO (eV): -15.0


(8)
Computed, not measured: a single C3H3O2P molecule, with ωB97M-V with the def2-TZVPD basis set.

Structure (XYZ):
```
9
Properties=species:S:1:pos:R:3:forces:R:3
C -2.8652 0.6267 -0.4352 1.82 2.50 2.00
C -3.5338 -0.0293 -1.2695 -0.16 -0.16 -0.23
C -0.0430 0.0876 0.2543 0.43 -1.03 -0.64
O -2.4966 2.6685 1.5311 0.05 0.44 -0.25
O -0.3651 1.4427 0.6399 -3.22 0.42 0.14
P -1.9871 1.7236 0.5641 0.63 -2.65 -0.96
H 1.0112 0.1454 -0.1159 -1.29 -0.10 -0.73
H -0.9461 -0.2892 -0.3745 2.41 0.15 0.50
H 0.1010 -0.5654 1.1272 -0.67 0.43 0.16
```
Forces are in eV/Å.

Values from the calculation:
Highest occupied orbital energy (Ha): -0.391
Orbital gap (eV): 8.9
E_tot (eV): -16538.918
Relative energy (zero: lowest compared OMol25 entry of this formula, charge and spin) (kJ/mol): 358.7
E_LUMO (eV): -1.7